No. 1
Below is a molecular structure, C39H51IN9O2PSScTe, with properties calculated with ωB97M-V with the def2-TZVPD basis set.

Structure (XYZ):
```
106
Properties=species:S:1:pos:R:3:forces:R:3
N -0.604 2.741 -1.602 0.1 0.3 -0.4
C 4.309 -3.243 0.982 0.0 0.3 0.1
C 1.828 0.671 5.707 -0.1 0.0 0.1
H -1.213 -0.941 2.840 -0.1 0.1 0.0
N -0.713 0.791 1.850 0.2 -0.4 -0.3
C -1.622 2.117 4.141 0.0 -0.2 0.0
C -3.915 -3.665 -1.028 0.0 0.1 0.0
C 1.691 0.833 -2.881 -0.1 -0.2 -0.1
C -1.185 0.136 2.911 0.1 -0.2 0.0
C -1.668 0.739 4.059 0.1 0.1 0.1
I -0.033 -1.296 -5.759 -0.1 -0.1 0.2
H 4.671 -4.253 0.804 0.0 0.0 0.1
C 1.996 1.023 8.082 0.0 0.0 0.0
H -3.297 -4.458 -1.449 0.0 0.0 0.0
C -1.207 2.035 -2.595 0.1 0.0 0.3
H 0.901 0.256 -3.342 0.0 0.0 0.0
S -1.715 0.458 -2.325 0.0 -0.5 0.2
H -1.109 4.913 0.795 0.0 0.0 0.0
H 2.571 1.385 -4.749 0.0 0.0 0.0
H -1.794 -3.332 2.661 0.0 -0.1 0.0
H -4.069 -2.707 3.341 0.0 0.0 0.0
H 3.908 4.601 -0.514 -0.1 -0.1 0.0
C 3.810 -1.039 3.534 -0.2 -0.1 0.1
H -2.722 -2.009 -1.741 0.0 0.0 0.0
H -1.684 -2.159 -3.848 0.0 0.0 0.0
H -0.873 -3.555 -4.615 0.0 0.0 0.0
N -0.565 2.169 -0.375 0.1 -0.6 0.2
C 3.516 2.146 6.590 0.0 0.0 0.0
C 3.062 1.887 7.876 0.0 0.0 0.1
H 3.238 -1.021 4.454 -0.1 0.0 -0.1
H 4.437 2.640 -3.644 0.0 0.0 0.0
C 3.910 -2.599 -0.299 0.3 -0.1 0.1
C 3.675 2.238 -1.675 0.0 -0.1 0.0
H -2.067 0.136 4.862 0.0 0.0 0.0
N 0.988 -2.463 2.587 0.2 0.1 -0.2
H -3.346 -1.248 2.672 0.0 0.0 0.0
H 2.916 -4.102 2.498 -0.1 0.0 -0.1
H 1.099 -3.000 3.430 0.0 0.0 0.0
O 5.918 2.224 -0.989 -0.1 0.0 0.0
H 4.487 -3.021 3.871 0.0 -0.1 0.0
C 2.898 1.535 5.506 0.1 0.1 -0.4
Sc 0.072 -0.407 -0.310 -0.1 0.6 -0.7
H 0.090 -2.080 2.359 0.0 0.0 0.1
H -2.957 -4.110 1.611 0.1 -0.1 0.0
H 6.190 -2.984 2.146 0.0 0.0 0.0
C 1.977 -2.386 1.691 -0.1 -0.1 0.3
C 3.655 2.167 -3.063 0.0 0.0 0.1
H 2.597 -1.363 -1.351 0.0 0.0 0.0
C 5.119 0.061 1.795 0.2 0.0 -0.1
H 1.348 0.201 4.858 -0.1 0.0 0.0
O 0.205 -1.799 -2.082 -0.1 0.5 0.8
C 4.163 0.080 2.908 -0.1 0.1 0.4
N 1.798 -1.711 0.577 -0.3 0.5 -0.2
C 0.275 -2.568 -3.064 0.2 -0.3 -0.2
H 0.349 4.690 -0.176 0.0 0.0 0.0
H 1.358 -4.048 -3.968 0.0 0.0 -0.1
Te 3.583 2.015 3.556 -0.1 -0.1 0.1
N 1.268 -3.437 -3.171 0.1 -0.1 0.1
H 1.994 -3.470 -2.468 0.0 0.1 0.1
H -1.984 2.635 5.019 0.0 0.0 0.0
C 1.384 0.411 6.996 -0.1 -0.1 0.0
P -1.695 -2.507 0.372 -0.4 -0.8 -0.4
H 0.439 4.591 1.580 0.0 0.0 0.0
C 5.298 -2.411 1.896 -0.1 0.0 -0.1
C 4.229 -2.384 3.027 0.0 0.1 -0.1
H 1.648 0.818 9.085 0.0 0.0 0.0
N 1.699 0.883 -1.540 -0.1 -0.3 0.1
H 5.465 1.006 1.400 0.0 0.1 -0.1
C 3.217 -3.142 2.076 0.1 0.0 -0.1
H -1.044 -4.139 -1.271 0.0 0.0 0.0
H -1.969 -5.697 0.471 0.0 0.0 0.0
H 5.486 4.421 0.115 0.0 0.0 0.0
H 0.558 -0.271 7.155 0.0 0.0 0.0
H -1.129 3.901 3.079 0.1 0.0 -0.1
H 3.550 2.356 8.720 0.0 0.0 0.0
H 0.297 -3.742 -0.215 0.0 0.0 -0.1
C -0.738 -2.572 -4.175 0.1 0.3 0.0
H -0.511 3.744 -1.698 0.0 0.0 0.1
C 2.816 -1.864 -0.420 -0.1 -0.1 -0.2
H 4.355 2.814 6.439 0.0 0.0 0.0
C -3.670 -2.259 2.432 0.0 0.0 0.0
C 2.631 1.462 -3.672 0.1 0.1 0.0
N -1.353 2.636 -3.765 0.0 0.1 0.0
H 4.583 -2.701 -1.141 0.0 0.2 -0.1
C -0.713 2.136 1.921 0.0 -0.1 0.3
H 2.675 1.624 0.126 0.1 0.0 0.1
H -0.316 -6.087 0.038 0.0 0.0 0.0
C -2.545 -3.142 1.890 0.1 0.5 0.1
C -0.433 2.876 0.677 0.0 0.3 -0.1
C -3.120 -2.383 -0.796 0.1 0.1 0.1
H 6.483 -1.033 0.636 0.0 0.1 0.0
C -0.761 -4.011 -0.224 0.1 0.2 0.1
C -0.177 4.348 0.715 -0.1 0.0 -0.1
H -0.639 -5.272 1.561 0.0 0.0 0.0
H -4.720 -3.464 -1.734 0.0 0.0 0.0
N 4.665 3.982 -0.281 0.1 0.2 0.1
C 5.692 -1.066 1.376 -0.1 -0.1 -0.1
H -3.769 -1.593 -0.407 0.0 0.0 -0.1
C -1.133 2.821 3.052 0.1 0.0 -0.1
C 2.682 1.587 -0.958 0.0 0.2 0.1
H -4.491 -2.183 1.720 0.0 0.0 0.0
H -1.824 2.148 -4.511 0.0 0.0 0.0
C -0.944 -5.334 0.516 -0.1 0.0 -0.1
H -4.377 -4.033 -0.113 0.0 0.0 0.0
C 4.873 2.833 -0.969 0.0 -0.1 0.1
H -1.115 3.604 -3.921 0.0 0.0 0.0
```
Forces are in eV/Å.

Calculated values
ΔE to the lowest compared entry with this formula, charge and spin   3.237 eV
E_tot   -4225.2894 Ha
E_HOMO   -13.847 eV
Net charge   +3



No. 2
Below is a molecular structure, C39H52AuNP, with properties calculated with ωB97M-V with the def2-TZVPD basis set.

Structure (XYZ):
```
94
Properties=species:S:1:pos:R:3:forces:R:3
H 4.258 1.731 -1.072 0.0 0.0 0.0
H -0.216 6.013 -1.223 0.0 0.0 0.0
H 3.103 2.396 3.792 0.0 0.0 0.0
C -1.191 -0.427 3.014 0.0 0.0 0.5
C 4.323 0.985 1.424 0.0 0.0 0.1
C 0.337 4.024 -0.565 0.0 0.0 0.0
H 2.623 -1.197 2.747 0.0 0.0 0.0
H -1.831 -1.510 6.316 0.0 0.0 0.0
H 1.158 -0.438 -3.010 0.0 0.0 0.0
H -2.610 0.071 6.270 0.0 0.0 0.0
H 4.795 -1.781 -2.881 0.0 0.0 0.0
H 1.010 -0.473 6.986 0.0 0.0 0.0
C -2.506 0.464 -1.784 0.0 0.1 0.1
H 0.560 -4.700 -2.821 0.0 0.0 0.0
C 0.011 2.698 -0.554 -0.1 0.0 0.2
C -3.405 1.346 -2.457 -0.1 0.0 0.0
C 3.164 1.317 3.626 0.0 -0.1 -0.1
C 1.857 -2.580 -0.393 0.1 -0.1 -0.1
C 3.566 1.376 -3.036 0.0 -0.1 0.0
H 1.079 0.709 3.386 0.1 0.1 -0.2
H -0.332 -3.632 -1.739 -0.1 0.0 0.0
C 4.496 0.967 2.941 0.0 0.1 0.0
C -1.618 4.549 -1.871 0.0 0.1 0.0
H -3.551 -0.971 -3.756 0.0 0.0 0.0
H -4.011 -3.384 -3.840 0.0 0.0 0.0
H 2.626 -2.696 0.374 0.0 0.0 0.0
H 4.191 2.240 -3.296 0.0 0.0 0.0
C 2.186 -1.437 -1.358 -0.2 0.2 0.0
H 0.102 -1.107 -1.780 0.0 0.0 0.0
H 0.909 -2.371 0.115 0.0 0.0 0.0
P 2.546 0.246 -0.628 0.4 -0.3 0.0
H 2.537 1.741 -2.971 0.0 0.0 0.0
C -0.484 4.963 -1.230 0.0 0.0 0.0
H 5.819 0.681 -4.356 0.0 0.0 0.0
H 5.263 -0.820 -5.102 0.0 0.0 0.0
H -4.310 0.949 -2.896 0.0 0.0 0.0
H 0.368 2.005 5.143 0.0 0.0 0.0
H -1.338 2.107 5.593 0.0 0.0 0.0
C 4.002 0.841 -1.655 -0.1 0.1 0.0
C 0.626 -3.775 -2.241 0.1 0.0 -0.1
H 0.615 1.957 -0.045 -0.1 0.1 -0.1
H 3.082 -1.734 -1.911 0.0 0.0 0.0
C 5.289 -0.013 -1.718 -0.1 -0.1 0.0
H 1.231 4.365 -0.057 0.0 0.0 0.0
C 3.698 0.360 -4.169 0.1 0.1 0.0
C -3.595 -2.941 -2.942 0.0 0.0 0.0
H -3.480 -4.793 -1.862 0.0 0.0 0.0
Au -1.766 -1.004 1.195 0.0 -0.2 -0.3
H 5.295 0.916 0.930 0.0 0.0 0.0
C 5.129 -0.163 -4.239 -0.1 -0.1 0.1
H 1.392 -0.820 1.566 0.0 0.0 0.1
C -3.139 2.679 -2.509 0.0 0.0 0.0
C -1.675 -0.445 6.489 0.0 0.0 0.0
H -1.426 -0.290 7.544 0.0 0.0 0.0
H 0.042 -2.487 -3.876 0.0 0.0 0.0
H 4.016 -1.066 0.842 0.0 0.0 0.0
C 2.300 -0.432 2.033 0.1 0.1 -0.1
C -2.734 -3.139 -0.709 -0.1 0.0 0.1
H 3.123 0.840 4.611 0.1 0.1 0.0
H -2.517 -3.778 0.142 0.0 0.0 0.0
H -3.810 3.362 -3.018 0.0 0.0 0.0
H 5.365 -0.630 -0.819 0.1 0.0 0.0
C -2.450 -1.767 -0.600 -0.2 0.1 -0.2
N -1.426 0.913 -1.195 0.0 -0.1 0.0
C -1.154 2.242 -1.217 -0.1 0.2 -0.1
C -1.977 3.182 -1.878 0.0 -0.1 0.0
H 1.721 1.624 2.035 -0.1 0.0 0.0
H 3.889 1.950 1.136 0.0 0.0 0.0
H 1.578 -0.232 5.321 -0.1 -0.1 0.1
H -0.112 1.797 6.839 0.0 0.0 0.0
C -3.342 -1.581 -2.883 0.1 0.0 0.0
H -2.262 5.265 -2.372 0.0 0.0 0.0
C 1.018 -1.298 -2.349 0.1 -0.2 -0.1
H 3.023 -0.484 -4.005 0.0 0.0 0.0
C 1.723 -3.885 -1.184 -0.1 0.1 0.0
C -0.556 0.084 5.578 0.0 -0.1 0.1
H 6.476 -1.291 -2.974 0.0 0.0 0.0
H 3.411 0.828 -5.114 0.0 0.0 0.0
H 1.505 -4.711 -0.501 0.0 0.0 0.0
H 1.785 -2.751 -3.745 0.0 0.0 0.0
C 0.760 -0.623 5.931 0.0 0.0 0.0
H 6.146 0.671 -1.698 0.0 0.0 0.0
C 5.451 -0.911 -2.950 0.0 0.1 0.0
C 3.406 -0.166 0.972 -0.2 0.0 0.0
C -0.904 -0.196 4.175 -0.2 0.0 -0.1
H 0.675 -1.692 5.736 0.0 0.0 0.0
H 4.823 -0.032 3.246 0.0 0.0 0.0
H 5.282 1.663 3.244 0.0 0.0 0.0
H 2.681 -4.110 -1.671 0.0 0.0 0.0
C -3.291 -3.725 -1.838 0.0 0.0 0.0
C -2.774 -1.000 -1.745 0.0 -0.1 0.1
C 1.970 0.858 2.776 0.1 -0.1 0.1
C 0.867 -2.582 -3.165 0.0 0.0 0.1
C -0.398 1.593 5.802 0.0 0.0 0.0
```
Forces are in eV/Å.

Calculated values
ΔE to the lowest compared entry with this formula, charge and spin   0.000 eV
E_tot   -2049.1418 Ha
E_HOMO   -4.844 eV
Net charge   -1



No. 3
Below is 3 unconnected molecules or ions with the total composition C39H52N4O3S, with properties calculated with ωB97M-V with the def2-TZVPD basis set.

Structure (XYZ):
```
99
Properties=species:S:1:pos:R:3:forces:R:3
C 5.886 -6.223 2.089 -0.5 0.0 0.1
C 0.431 -4.230 -1.108 -0.3 0.4 0.3
C 7.851 -4.857 2.788 0.0 0.1 0.3
C -6.647 5.144 -3.553 0.2 -0.7 0.3
C -5.865 6.060 -2.600 -0.3 1.3 -1.7
C -1.497 -5.257 2.556 1.4 0.6 1.0
C -4.116 6.026 -0.740 1.7 1.3 0.5
H -2.621 7.546 -0.277 -0.1 -0.2 0.1
C -0.319 -5.017 -0.234 0.4 0.4 -0.4
C 3.016 -1.046 -1.142 -0.6 0.8 0.0
H 5.047 -3.064 4.960 -0.1 0.0 -0.1
N -4.705 5.376 -1.953 -2.0 -1.3 1.8
H -7.602 7.249 -2.088 0.1 -0.1 -0.2
C -3.389 -1.004 0.177 0.9 -0.4 0.0
C 2.133 0.822 -3.023 -0.2 0.2 -0.1
C -5.184 6.498 0.252 -0.6 0.0 -0.1
C -3.140 5.089 -0.018 -0.3 -0.7 -0.1
H 1.225 -4.634 -1.740 -0.4 -0.1 0.3
C 6.711 -4.975 1.753 2.0 -0.6 0.6
C 0.171 -2.861 -1.189 0.4 0.3 -0.6
C -5.059 0.280 -0.964 -0.5 0.2 -0.1
C 5.036 -6.043 3.343 0.0 0.0 0.0
C -1.543 -3.032 0.456 -0.5 1.4 -0.1
H 1.624 0.594 1.176 -0.4 -0.2 -0.2
H -2.372 4.722 -0.702 -0.1 0.0 0.0
C 3.619 -0.971 -2.399 -0.3 0.1 0.0
H 0.714 1.480 -1.564 0.2 -0.3 0.0
C -0.346 0.008 0.432 0.6 1.1 0.1
H -1.998 0.835 -2.344 -0.2 -0.3 0.3
H 4.410 -6.927 3.489 0.0 0.0 0.0
H -0.508 1.064 0.139 -0.1 -0.5 0.1
C 7.447 -5.204 0.428 -0.4 0.3 -0.5
C 1.182 -0.197 0.541 0.5 -0.5 -0.4
H 6.769 -5.436 -0.393 -0.1 0.2 0.1
H 3.411 -1.797 -0.449 -0.4 0.3 0.0
H 7.521 -4.977 3.818 0.0 0.1 0.0
N 5.881 -3.730 1.714 -2.2 -1.6 -1.5
H -0.133 -6.093 -0.193 -0.3 0.3 0.2
H -7.196 4.364 -3.027 0.1 0.0 0.1
C 1.520 0.771 -1.769 0.4 -0.1 -0.3
C 1.935 -0.159 -0.820 0.2 -0.7 0.5
H -3.639 4.230 0.432 0.0 0.0 -0.2
H 3.151 -2.806 1.726 0.1 -0.1 0.0
N -2.063 -5.236 1.462 0.5 0.2 1.1
H 5.774 -1.843 3.920 -0.1 0.0 -0.1
H -6.140 7.896 -3.757 -0.1 -0.1 0.0
C -0.799 -2.219 -0.426 0.3 -1.3 -0.2
H -4.715 7.066 1.059 0.2 -0.1 -0.1
C -4.110 0.796 -1.838 1.0 0.0 0.1
N -1.009 -0.812 -0.604 -0.4 -0.5 1.0
H 4.434 -1.652 -2.663 -0.3 0.2 0.2
C -2.414 -0.477 -0.679 0.2 0.5 -0.7
C -2.765 0.427 -1.682 -0.8 -0.1 0.1
O -0.860 -5.197 3.554 -1.8 -0.6 -1.7
H -7.378 5.730 -4.112 0.1 0.2 0.1
H 3.251 -2.250 3.383 0.2 -0.1 0.1
H -7.035 7.595 0.321 0.0 0.0 0.0
H -5.498 -1.024 0.696 0.3 0.0 -0.2
H 3.594 -4.654 4.132 0.1 0.2 0.0
H 1.772 1.545 -3.761 0.2 -0.2 0.2
C -4.720 -0.626 0.042 0.0 0.1 -0.2
H 8.373 -3.903 2.693 -0.1 0.0 0.0
C 3.848 -2.476 2.497 -0.2 0.2 -0.9
H -2.565 6.996 -1.945 -0.1 0.0 0.0
H 5.228 -6.472 1.249 0.0 0.2 0.0
H 6.619 -3.321 4.245 0.0 -0.1 0.0
H 6.548 -7.081 2.220 0.2 0.1 -0.1
C -6.259 7.354 -0.410 0.0 0.0 -0.1
O -5.089 4.174 -1.610 0.7 0.0 -0.6
S -2.821 -2.195 1.406 -0.2 -0.2 -0.2
H 8.036 -4.326 0.152 -0.1 0.0 0.0
C 4.905 -3.525 2.827 0.0 1.0 1.8
H -5.851 8.312 -0.746 0.1 0.0 0.0
O 5.209 -3.739 0.584 0.7 0.7 0.3
H -6.104 0.585 -1.076 0.4 -0.1 0.1
C 3.162 -0.047 -3.347 0.3 -0.2 0.0
H -3.813 8.126 -1.388 0.0 -0.1 -0.1
H 3.398 -5.025 2.440 0.1 0.1 -0.1
H -5.984 4.665 -4.276 0.0 0.0 0.1
H 3.634 -0.015 -4.333 -0.2 0.0 0.3
H -5.012 6.759 -4.488 0.0 -0.1 0.1
H -4.509 7.746 -3.154 -0.1 0.0 0.1
C 4.152 -4.811 3.206 0.1 -0.6 -0.3
H 4.291 -1.538 2.156 0.1 -0.1 0.0
C -6.880 6.605 -1.583 0.0 -0.1 0.6
H 8.132 -6.048 0.515 -0.1 0.0 0.2
H 8.590 -5.645 2.634 -0.1 0.0 -0.2
H -2.637 5.617 0.793 -0.1 0.2 -0.1
H 0.747 -2.261 -1.897 -0.2 -0.1 0.2
C -1.299 -4.395 0.546 0.0 -0.7 -0.4
H 1.373 -1.144 1.082 0.1 0.3 -0.4
C -3.240 7.240 -1.122 -0.1 0.3 -0.2
H -4.328 1.510 -2.633 -0.4 -0.2 0.4
H -5.662 5.634 0.725 0.1 -0.1 -0.1
C 5.631 -2.918 4.049 0.4 -0.1 0.2
H -0.802 -0.103 1.435 0.2 -0.1 -0.3
H 5.662 -5.964 4.237 0.0 0.0 -0.1
C -5.349 7.176 -3.537 0.3 0.4 0.0
H -7.462 5.771 -1.174 0.1 -0.1 -0.1
```
Forces are in eV/Å.

Calculated values
2S+1   3
E_tot   -2360.0732 Ha
E_HOMO (alpha / beta)   -8.044 / -8.045 eV
⟨S²⟩   2.0083